2 unconnected molecules or ions with the total composition C40H47N2O8S at a distorted geometry. Source: the OMol25 dataset; level of theory: ωB97M-V/def2-TZVPD.

The total energy comes out at -72429.336 eV. The LUMO energy comes out at 1.43 eV. Its molar mass is 715.9 Da. As for the charge: -1. The calculation puts the HOMO energy at -4.5220 eV.

CARTESIAN COORDINATES (ANGSTROEM)
1 C 1.7126 -3.1645 1.6714
2 C 1.8684 -1.9487 1.5998
3 C 2.3081 -0.4284 1.6153
4 C 2.9606 0.0390 0.2563
5 C 4.2802 -0.6043 -0.1525
6 C 4.9412 -1.7346 0.7587
7 C 4.9845 -0.2226 -1.4271
8 C 6.3342 -0.8730 -1.9438
9 C 5.8994 -2.1686 -2.7886
10 C 5.9565 -3.6354 -2.1803
11 N 5.4488 -2.0783 -4.0049
12 C 4.3751 0.8503 -2.2839
13 C 3.0770 1.4698 -1.8701
14 C 2.3249 1.0754 -0.6127
15 C 0.9309 1.7725 -0.2959
16 O 0.0400 1.2177 0.3344
17 C 0.7778 3.2247 -0.9087
18 C -0.1220 4.2336 -0.2659
19 C -0.9501 4.0160 1.0540
20 C -2.5028 4.1378 0.7260
21 C -3.0733 2.9027 -0.1001
22 C -4.0642 1.9666 0.7644
23 C -3.2908 0.6622 1.2473
24 C -4.1582 -0.3332 2.1253
25 C -5.2720 -1.1182 1.2943
26 C -4.6387 -2.4127 0.5735
27 C -5.5104 -2.9322 -0.6545
28 C -4.6360 -3.3463 -1.9307
29 C -4.3730 -2.1159 -2.9315
30 C -3.5756 -0.9031 -2.2856
31 N -2.1289 -1.1938 -2.1730
32 C -1.4324 -2.1986 -1.4512
33 C 0.0513 -2.0852 -1.6699
34 C 0.2683 -0.9081 -2.6253
35 C -1.1214 -0.4464 -2.8536
36 C -0.2497 5.5839 -0.9422
37 C 0.4711 5.9667 -2.1974
38 C 0.1942 7.4049 -2.7934
39 O 0.1666 8.3770 -2.0053
40 O -0.0298 7.5054 -4.1054
41 C 1.4100 4.9689 -2.8161
42 C 1.5322 3.6251 -2.1546
43 C 2.5136 2.5960 -2.8399
44 O 2.8504 2.6686 -4.0141
45 H 1.7428 -4.2178 2.0626
46 H 3.1273 -0.3364 2.4039
47 H 1.4629 0.2191 1.9763
48 H 4.2224 -2.6202 0.7068
49 H 5.9117 -2.1230 0.3091
50 H 5.1060 -1.3731 1.8177
51 H 7.0247 -1.1933 -1.1051
52 H 6.8705 -0.1528 -2.6464
53 H 6.0084 -4.4350 -2.9864
54 H 6.8323 -3.7008 -1.4672
55 H 4.9999 -3.7900 -1.5769
56 H 5.4649 -1.0637 -4.2094
57 H 4.9042 1.1546 -3.2332
58 H -0.7065 4.9060 1.7320
59 H -0.6756 3.0969 1.6438
60 H -3.1423 4.2367 1.6696
61 H -2.7238 5.0852 0.1314
62 H -3.7006 3.2500 -0.9854
63 H -2.2259 2.2469 -0.4776
64 H -4.5616 2.5444 1.6033
65 H -4.9137 1.6165 0.0804
66 H -2.4379 1.0248 1.9154
67 H -2.8960 0.1363 0.3279
68 H -3.4612 -1.1350 2.5482
69 H -4.6538 0.1672 3.0088
70 H -5.7952 -0.4770 0.5256
71 H -6.0150 -1.5309 2.0523
72 H -3.6261 -2.0706 0.1895
73 H -4.4420 -3.1991 1.3606
74 H -6.2042 -2.0954 -0.9833
75 H -6.0921 -3.8562 -0.3497
76 H -5.2494 -4.1077 -2.5226
77 H -3.6780 -3.8801 -1.6417
78 H -5.3866 -1.7809 -3.3390
79 H -3.8020 -2.5248 -3.8280
80 H -3.6833 -0.0178 -2.9967
81 H -4.0177 -0.5422 -1.3000
82 H -1.9072 -2.9686 -0.7913
83 H 0.8268 -2.7603 -1.1983
84 H 1.2397 -0.5371 -3.0409
85 H -1.4658 0.3927 -3.5155
86 H -0.9496 6.3468 -0.4896
87 H 1.9907 5.1795 -3.7608
88 C 1.9847 -2.9616 6.3339
89 C 1.1993 -2.0801 7.2890
90 O 0.9528 -0.8776 6.5615
91 S 0.7971 -1.2318 4.9877
92 O -0.5903 -1.3303 4.6860
93 O 1.6901 -0.4018 4.2508
94 O 1.4095 -2.7292 5.0484
95 H 3.0362 -2.6642 6.2957
96 H 1.9165 -4.0172 6.5961
97 H 1.7470 -1.8693 8.2066
98 H 0.2334 -2.5292 7.5376


A molecular structure, C40H48BIN8O2S8SbY at a distorted geometry. Source: the OMol25 dataset; level of theory: ωB97M-V/def2-TZVPD.

The total energy comes out at -161326.590 eV. The LUMO energy (spin up / spin down) comes out at 1.47 / 0.83 eV. As for the expectation value of S²: 0.764. Its molar mass is 1277.8 Da. As for the charge: -1. The calculation puts the HOMO energy (spin up / spin down) at -4.6276 / -4.8642 eV. As for the spin multiplicity: 2.

CARTESIAN COORDINATES (ANGSTROEM)
1 Y -1.0809 -0.1754 0.1915
2 C -0.9410 4.3795 -1.3281
3 C 0.3588 3.9278 -0.7581
4 C 1.0401 4.6730 0.1429
5 C 2.2386 4.1794 0.7178
6 N 2.6967 3.0173 0.3949
7 N 2.0337 2.2574 -0.5052
8 B 2.7913 0.9384 -0.7252
9 N 3.3094 0.8084 -2.2050
10 N 3.9880 1.6032 -3.0144
11 C 4.0723 1.1997 -4.2607
12 C 3.4487 0.0009 -4.7001
13 C 2.7343 -0.7920 -3.8529
14 C 1.9845 -2.0315 -4.2197
15 C 2.6976 -0.3197 -2.5311
16 S 1.9316 -0.8128 -1.0667
17 C 4.8686 2.0572 -5.2372
18 C 5.3080 3.3722 -4.5930
19 C 3.9977 2.3658 -6.4646
20 C 6.1123 1.2657 -5.6675
21 N 3.8610 0.7149 0.3309
22 N 5.1148 0.9404 -0.0741
23 C 6.0923 0.7262 0.7466
24 C 5.8402 0.2520 2.0632
25 C 4.5717 0.0176 2.4824
26 C 4.2642 -0.4868 3.8566
27 C 3.4848 0.2582 1.5601
28 S 1.8739 0.0165 1.9566
29 C 7.4866 1.0551 0.2028
30 C 7.5880 2.5775 0.0238
31 C 7.6754 0.3769 -1.1611
32 C 8.5828 0.5810 1.1557
33 C 0.8916 2.6417 -1.1359
34 S 0.1186 1.6248 -2.2518
35 C 3.0562 4.9243 1.7787
36 C 4.5051 5.0579 1.2893
37 C 3.0272 4.1006 3.0742
38 C 2.4800 6.3144 2.0467
39 H -1.2139 5.3572 -0.9266
40 H -1.7208 3.6551 -1.0823
41 H -0.8908 4.4219 -2.4178
42 H 0.6371 5.6276 0.4546
43 H 3.5190 -0.2723 -5.7480
44 H 2.0170 -2.2215 -5.2916
45 H 0.9425 -1.9342 -3.8959
46 H 2.3962 -2.8928 -3.6847
47 H 4.4447 3.9598 -4.2727
48 H 5.8792 3.9530 -5.3221
49 H 5.9294 3.1958 -3.7141
50 H 3.0437 2.8075 -6.1625
51 H 3.7881 1.4681 -7.0538
52 H 4.5156 3.0772 -7.1130
53 H 6.7403 1.0345 -4.8018
54 H 6.7039 1.8538 -6.3753
55 H 5.8389 0.3233 -6.1532
56 H 6.6636 0.0617 2.7412
57 H 5.1826 -0.7202 4.3996
58 H 3.6280 -1.3717 3.7958
59 H 3.6892 0.2595 4.4111
60 H 6.7821 2.9333 -0.6227
61 H 8.5494 2.8452 -0.4292
62 H 7.5062 3.0906 0.9878
63 H 6.8874 0.6871 -1.8503
64 H 7.6354 -0.7126 -1.0614
65 H 8.6477 0.6500 -1.5839
66 H 8.5294 1.0920 2.1208
67 H 9.5602 0.7986 0.7189
68 H 8.5228 -0.4976 1.3287
69 H 4.9372 4.0726 1.1082
70 H 5.1080 5.5792 2.0410
71 H 4.5490 5.6277 0.3553
72 H 3.4489 3.1075 2.8984
73 H 1.9998 3.9732 3.4273
74 H 3.6109 4.6033 3.8545
75 H 2.4699 6.9275 1.1393
76 H 3.0982 6.8237 2.7910
77 H 1.4609 6.2523 2.4411
78 S -5.0627 -1.7100 -2.2133
79 Sb -3.3485 -0.1878 -2.4011
80 S -3.3078 1.2290 -0.5045
81 S -1.3414 -1.4831 -2.1063
82 I -4.9741 0.3919 7.9771
83 C -4.1382 -0.0770 6.1088
84 C -3.3696 -1.2251 5.9844
85 C -2.7993 -1.5197 4.7538
86 C -3.0196 -0.6880 3.6626
87 C -3.8016 0.4507 3.8018
88 C -4.3605 0.7679 5.0336
89 C -2.3084 -0.9339 2.3617
90 O -1.0499 -0.7892 2.3924
91 O -2.9148 -1.2035 1.2960
92 H -3.2026 -1.8728 6.8353
93 H -2.1745 -2.3989 4.6380
94 H -3.9695 1.0930 2.9437
95 H -4.9523 1.6666 5.1475
96 S 0.0700 -3.0937 0.6371
97 C -1.3419 -4.0319 0.6733
98 N -2.4275 -3.7236 -0.0841
99 C -3.5937 -4.4015 -0.0774
100 C -3.7503 -5.5039 0.7052
101 C -2.6613 -5.8950 1.5072
102 C -1.4955 -5.1794 1.5019
103 H -2.3271 -2.9155 -0.7163
104 H -4.3662 -3.9934 -0.7138
105 H -4.6863 -6.0423 0.7094
106 H -2.7525 -6.7663 2.1476
107 H -0.6549 -5.4462 2.1267
108 S -0.9650 3.8628 3.0245
109 C -0.8052 2.6427 1.9700
110 N -0.6751 1.7837 1.1808


A molecular structure, C40H48F3FeN4OSSb2 at a distorted geometry. Source: the OMol25 dataset; level of theory: ωB97M-V/def2-TZVPD.

The total energy comes out at -116711.416 eV. The LUMO energy (spin up / spin down) comes out at -1.89 / -2.09 eV. The energy above the lowest of the compared OMol25 structures with the same formula, charge and spin comes out at 7.70 kcal/mol. As for the expectation value of S²: 6.010. Its molar mass is 989.3 Da. As for the charge: +1. The calculation puts the HOMO energy (spin up / spin down) at -10.2467 / -10.2484 eV. As for the spin multiplicity: 5.

CARTESIAN COORDINATES (ANGSTROEM)
1 Fe -2.0470 0.8986 2.0626
2 C -0.5481 -2.3571 -2.0251
3 C 0.8781 -2.5062 -2.6148
4 C 2.0817 -2.5477 -1.6782
5 Sb 2.4771 -0.6385 -0.8125
6 C 3.7929 0.0851 -2.3952
7 C 4.2627 -0.6437 -3.4473
8 C 4.9428 0.0011 -4.4593
9 C 5.2420 1.3460 -4.3577
10 C 4.6994 2.1084 -3.3111
11 C 4.0348 1.4585 -2.3051
12 C 3.8614 -1.1591 0.7870
13 C 3.8978 -0.4251 1.9356
14 C 4.7375 -0.8215 3.0164
15 C 5.5617 -1.8961 2.9258
16 C 5.5647 -2.6079 1.7405
17 C 4.6725 -2.2712 0.7297
18 Sb -1.3560 -0.3641 -1.5004
19 C -0.5777 0.6129 -3.1871
20 C 0.3208 1.6746 -3.1229
21 C 0.9140 2.1541 -4.3021
22 C 0.6085 1.5395 -5.4977
23 C -0.3149 0.5118 -5.5625
24 C -0.9383 0.0534 -4.4130
25 C -3.3329 -0.7707 -2.3055
26 C -4.1090 -1.6525 -1.5849
27 C -5.4273 -1.7746 -1.8698
28 C -5.9883 -1.0051 -2.8835
29 C -5.2134 -0.0770 -3.5621
30 C -3.8794 0.0511 -3.2790
31 H -0.5954 -2.9323 -1.1286
32 H -1.2357 -2.6763 -2.8165
33 H 1.0062 -1.7581 -3.3894
34 H 0.8876 -3.4826 -3.1022
35 H 2.9902 -2.7059 -2.2715
36 H 1.9237 -3.2431 -0.8435
37 H 4.0520 -1.7087 -3.5774
38 H 5.2574 -0.6272 -5.2689
39 H 5.7393 1.8581 -5.1437
40 H 4.9260 3.1641 -3.2505
41 H 3.7053 1.9838 -1.4126
42 H 3.2249 0.3776 2.0654
43 H 4.7603 -0.1168 3.8845
44 H 6.2385 -2.0432 3.7492
45 H 6.2971 -3.4526 1.5652
46 H 4.6240 -2.9469 -0.1570
47 H 0.4804 2.1879 -2.1593
48 H 1.6448 2.9465 -4.3098
49 H 1.1012 1.8465 -6.4448
50 H -0.5937 -0.0297 -6.4696
51 H -1.6884 -0.7158 -4.4714
52 H -3.6432 -2.2794 -0.8198
53 H -6.0181 -2.5500 -1.3455
54 H -7.0263 -1.1050 -3.1344
55 H -5.7905 0.5026 -4.3141
56 H -3.2839 0.7232 -3.8646
57 F 1.0044 1.7974 5.9592
58 C 1.3290 2.8831 5.2419
59 F 2.5630 3.1991 5.6375
60 F 0.5048 3.8676 5.6233
61 C 1.2298 2.6563 3.7697
62 C 2.2023 3.1233 2.9211
63 C 2.0171 2.9035 1.5334
64 C 0.8802 2.2870 1.1187
65 N -0.1118 1.9200 1.9219
66 C 0.0011 2.1558 3.2617
67 S -1.3382 1.8305 4.2466
68 H 3.1196 3.5474 3.2692
69 H 2.8438 3.1505 0.8621
70 H 0.7725 1.9584 0.1190
71 N -3.5714 -0.6481 1.7184
72 C -5.0988 -0.4797 1.7060
73 C -5.4956 0.9467 2.1207
74 C -5.4986 1.9820 0.9353
75 C -4.2071 2.1193 0.2487
76 N -3.1173 2.5255 1.2153
77 H -3.2599 -0.8813 0.7952
78 H -3.3600 -1.3994 2.3446
79 H -5.5820 -1.2371 2.2906
80 H -5.2956 -0.6560 0.6272
81 H -4.7190 1.2697 2.8401
82 H -6.4334 1.0033 2.6488
83 H -5.8822 2.8685 1.3600
84 H -6.2203 1.6990 0.1654
85 H -4.3617 2.9385 -0.5025
86 H -3.8268 1.2659 -0.3602
87 H -3.5158 3.1446 1.8724
88 H -2.3539 2.9730 0.7472
89 C -0.2133 -3.2879 3.6490
90 N 0.5106 -2.0320 3.9131
91 C 1.7083 -2.1512 4.7980
92 C 0.1876 -0.9310 3.2798
93 O -0.7895 -0.8784 2.4946
94 H 0.1266 -3.8336 2.7660
95 H -1.3135 -3.2404 3.4888
96 H 0.0099 -3.9761 4.4835
97 H 1.4536 -2.7513 5.6773
98 H 1.9188 -1.1420 5.1780
99 H 2.5801 -2.6211 4.3007
100 H 0.8013 -0.0631 3.4225


A molecular structure, C40H48GaNOSSb2 at a distorted geometry. Source: the OMol25 dataset; level of theory: ωB97M-V/def2-TZVPD.

The total energy comes out at -122066.334 eV. The LUMO energy comes out at -7.08 eV. The energy above the lowest of the compared OMol25 structures with the same formula, charge and spin comes out at 0.00 kcal/mol. Its molar mass is 904.1 Da. As for the charge: +2. The calculation puts the HOMO energy at -12.8442 eV.

CARTESIAN COORDINATES (ANGSTROEM)
1 Ga -0.5456 0.3836 0.8700
2 C 3.0045 -2.0299 -0.3117
3 C 1.9507 -3.0285 -0.7437
4 C 0.7716 -3.0363 0.2227
5 Sb -1.1051 -2.2361 -0.5590
6 C -1.8356 -3.9910 -1.6125
7 C -1.1173 -5.1737 -1.6263
8 C -1.5815 -6.2421 -2.3777
9 C -2.7544 -6.1258 -3.1030
10 C -3.4576 -4.9328 -3.0975
11 C -3.0009 -3.8606 -2.3500
12 C -0.6170 -1.2431 -2.3987
13 C -0.1611 -1.9378 -3.5097
14 C -0.0369 -1.2943 -4.7287
15 C -0.3774 0.0424 -4.8481
16 C -0.8374 0.7379 -3.7433
17 C -0.9690 0.0912 -2.5277
18 Sb 2.2589 0.0149 -0.1783
19 C 2.3320 0.6128 -2.2310
20 C 1.9689 1.9078 -2.5622
21 C 2.1183 2.3555 -3.8630
22 C 2.6140 1.5034 -4.8365
23 C 2.9575 0.2038 -4.5065
24 C 2.8209 -0.2413 -3.2030
25 C 4.1033 0.9573 0.4584
26 C 5.2240 0.1951 0.7513
27 C 6.4202 0.8225 1.0609
28 C 6.4978 2.2043 1.0827
29 C 5.3734 2.9631 0.8000
30 C 4.1760 2.3408 0.4883
31 H 3.8493 -2.0164 -1.0023
32 H 3.3733 -2.2997 0.6798
33 H 2.4119 -4.0195 -0.7759
34 H 1.6196 -2.8010 -1.7611
35 H 1.0060 -2.4345 1.1084
36 H 0.5509 -4.0390 0.5844
37 H -0.1974 -5.2785 -1.0666
38 H -1.0242 -7.1663 -2.3908
39 H -3.1204 -6.9655 -3.6717
40 H -4.3666 -4.8370 -3.6716
41 H -3.5500 -2.9270 -2.3474
42 H 0.0770 -2.9902 -3.4332
43 H 0.3144 -1.8415 -5.5882
44 H -0.3035 0.5403 -5.8021
45 H -1.1162 1.7771 -3.8300
46 H -1.3982 0.6308 -1.6846
47 H 1.5689 2.5713 -1.8024
48 H 1.8507 3.3702 -4.1173
49 H 2.7325 1.8526 -5.8508
50 H 3.3402 -0.4653 -5.2626
51 H 3.1034 -1.2554 -2.9587
52 H 5.1834 -0.8851 0.7368
53 H 7.2925 0.2268 1.2854
54 H 7.4318 2.6898 1.3170
55 H 5.4277 4.0406 0.8226
56 H 3.3000 2.9364 0.2580
57 C -3.8287 1.2125 2.7710
58 N -4.5898 1.3388 1.5577
59 C -5.5703 2.4011 1.6348
60 C -3.7858 1.3099 0.3608
61 C -2.7796 2.4408 0.2267
62 C -3.2082 3.7187 -0.1348
63 C -2.3131 4.7694 -0.2156
64 C -0.9693 4.5680 0.0508
65 C -0.5248 3.3032 0.3999
66 C -1.4340 2.2620 0.5059
67 H -4.5204 1.1652 3.6108
68 H -3.1425 2.0637 2.9361
69 H -3.2483 0.2814 2.7312
70 H -6.2847 2.1563 2.4193
71 H -6.1063 2.4702 0.6917
72 H -5.1172 3.3703 1.8778
73 H -4.4653 1.3149 -0.4966
74 H -3.2310 0.3471 0.3655
75 H -4.2471 3.8848 -0.3659
76 H -2.6673 5.7523 -0.4842
77 H -0.2694 5.3875 -0.0276
78 H 0.5297 3.1274 0.6108
79 C -1.9091 -1.6722 5.6379
80 C -0.5962 -1.1152 5.1162
81 S -0.9714 0.4411 4.2176
82 O -0.2296 0.2664 2.8531
83 C 0.0406 1.6650 5.1263
84 C 1.5150 1.3485 5.2497
85 H -1.7272 -2.5801 6.2062
86 H -2.5832 -1.9134 4.8183
87 H -2.4007 -0.9582 6.2954
88 H -0.1327 -1.7869 4.3969
89 H 0.1004 -0.9182 5.9262
90 H -0.4457 1.7400 6.0996
91 H -0.1196 2.5980 4.5850
92 H 1.7050 0.5280 5.9379
93 H 2.0320 2.2231 5.6358
94 H 1.9429 1.1095 4.2787